Formula: C30H24ClF9N3O6PSr
Source: OMol25
Level of theory: ωB97M-V/def2-TZVPD

## Properties
- E_HOMO: -9.0 eV
- E_LUMO: -0.22 eV
- F_max: 0.91 eV Å⁻¹

The geometry in ORCA input format:
```
! RIJCOSX wB97M-V def2-TZVPD def2/J DEFGRID3
* xyz 0 1
Sr -0.80 2.16 2.00
O -4.19 2.53 -1.00
C -3.21 2.57 -0.10
O -2.58 1.58 0.23
C -2.93 3.99 0.36
O -2.38 4.09 1.64
C -3.30 4.07 2.76
C -2.86 3.03 3.83
O -2.69 3.46 4.97
O -2.72 1.84 3.38
H -4.23 1.64 -1.37
H -3.84 4.58 0.27
H -2.18 4.37 -0.34
H -4.30 3.80 2.40
H -3.31 5.07 3.19
C 2.68 1.69 5.76
N 1.95 0.66 5.02
C 1.93 -0.64 5.41
C 1.21 -1.57 4.75
C 0.47 -1.12 3.62
N 0.48 0.14 3.23
C 1.19 1.07 3.92
O 1.18 2.26 3.61
N -0.24 -1.99 2.88
H 3.27 1.22 6.53
H 1.98 2.40 6.20
H 3.33 2.24 5.08
H 2.53 -0.88 6.28
H 1.21 -2.61 5.06
H -0.40 -2.93 3.19
H -0.79 -1.62 2.11
Cl 0.59 3.13 -0.19
F 0.44 -6.93 -3.56
C 0.96 -6.64 -2.34
F 0.45 -7.53 -1.47
F 2.29 -6.87 -2.41
C 0.67 -5.23 -1.95
C -0.07 -4.94 -0.81
C -0.31 -3.61 -0.48
C 0.17 -2.57 -1.26
C 0.91 -2.88 -2.40
C 1.16 -4.20 -2.75
P -0.15 -0.83 -0.74
C 1.53 -0.14 -1.00
C 2.36 -0.16 0.12
C 3.66 0.30 0.04
C 4.13 0.81 -1.16
C 3.31 0.85 -2.28
C 2.01 0.37 -2.19
C 5.53 1.35 -1.22
F 5.61 2.58 -0.67
F 6.39 0.56 -0.55
F 5.98 1.45 -2.49
C -1.14 -0.23 -2.16
C -1.11 1.12 -2.52
C -1.99 1.60 -3.48
C -2.92 0.75 -4.06
C -2.96 -0.59 -3.71
C -2.07 -1.07 -2.76
C -3.92 1.27 -5.05
F -3.61 2.50 -5.49
F -4.03 0.46 -6.13
F -5.16 1.34 -4.49
H -0.46 -5.74 -0.20
H -0.90 -3.39 0.41
H 1.30 -2.09 -3.03
H 1.73 -4.44 -3.63
H 1.98 -0.54 1.06
H 4.30 0.28 0.91
H 3.68 1.26 -3.21
H 1.38 0.42 -3.07
H -0.42 1.80 -2.04
H -1.96 2.65 -3.76
H -3.68 -1.25 -4.18
H -2.11 -2.13 -2.50
*
```


Formula: C3H14O3S
Source: OMol25
Level of theory: ωB97M-V/def2-TZVPD

## Properties
- Energy relative to the best compared isomer or geometry (same formula, charge and spin): 1.315 eV
- E_HOMO: -8.8 eV
- E_LUMO: 0.28 eV
- F_max: 2.18 eV Å⁻¹
- Structure (SMILES): CCSC.O.O.O

The geometry in ORCA input format:
```
! RIJCOSX wB97M-V def2-TZVPD def2/J DEFGRID3
* xyz 0 1
C 0.26 -0.68 -0.24
C -1.02 -0.92 -1.01
S -1.52 0.64 -1.91
C -2.00 1.56 -0.45
H 0.76 0.26 -0.47
H 1.04 -1.44 -0.15
H 0.01 -0.46 0.81
H -1.86 -1.07 -0.33
H -0.96 -1.73 -1.72
H -2.32 0.95 0.40
H -1.40 2.37 -0.06
H -2.99 1.99 -0.66
H -2.64 -2.07 3.99
H -2.91 -1.63 2.63
O -2.71 -2.44 3.10
H 1.98 -1.17 2.15
H 2.15 -2.50 2.89
O 2.64 -1.79 2.46
H 4.56 2.74 -4.23
H 4.06 3.85 -3.39
O 4.88 3.55 -3.81
*
```


Formula: C3H4N2O
Source: OMol25
Level of theory: ωB97M-V/def2-TZVPD

## Properties
- Energy relative to the best compared isomer or geometry (same formula, charge and spin): 4.438 eV
- E_HOMO: -7.5 eV
- E_LUMO: -0.22 eV
- F_max: 0.52 eV Å⁻¹

The geometry in ORCA input format:
```
! RIJCOSX wB97M-V def2-TZVPD def2/J DEFGRID3
* xyz 0 1
N 1.58 0.22 0.15
C 0.12 0.13 0.11
C -0.71 1.04 0.67
N -1.99 0.45 0.29
C -1.75 -0.62 -0.38
O -0.43 -0.93 -0.56
H 2.04 -0.50 0.72
H 2.02 0.23 -0.78
H 1.70 1.14 0.60
H -2.45 -1.31 -0.83
*
```


Formula: CH4O3
Source: OMol25
Level of theory: ωB97M-V/def2-TZVPD

## Properties
- Energy relative to the best compared isomer or geometry (same formula, charge and spin): 0.293 eV
- E_HOMO: -11.0 eV
- E_LUMO: 0.77 eV
- F_max: 0.56 eV Å⁻¹
- Structure (SMILES): O=CO.O

The geometry in ORCA input format:
```
! RIJCOSX wB97M-V def2-TZVPD def2/J DEFGRID3
* xyz 0 1
O 1.46 2.27 1.29
H -0.86 -1.57 -1.90
H 1.49 2.78 2.11
H 1.95 1.48 1.56
O -1.15 -0.71 -1.55
C -0.61 -0.57 -0.33
O -0.05 -1.43 0.28
H -0.75 0.48 -0.01
*
```


Formula: CH6N2O4P
Source: OMol25
Level of theory: ωB97M-V/def2-TZVPD

## Properties
- Energy relative to the best compared isomer or geometry (same formula, charge and spin): 0.000 eV
- E_HOMO: -5.4 eV
- E_LUMO: 3.80 eV
- F_max: 6.10 eV Å⁻¹

The geometry in ORCA input format:
```
! RIJCOSX wB97M-V def2-TZVPD def2/J DEFGRID3
* xyz -1 1
C 0.04 -1.35 1.62
N 0.86 -0.95 0.61
N 0.39 -2.23 2.53
O -0.69 2.59 -2.00
O 0.17 0.20 -2.69
O -1.24 0.64 -0.63
O 1.22 1.54 -0.66
P 0.00 1.13 -1.57
H -0.89 -0.75 1.58
H 1.79 -1.43 0.51
H 0.70 -0.20 0.05
H -0.44 -2.33 3.16
H -1.53 -0.02 -1.21
H -0.37 3.15 -1.32
*
```


Formula: C9H14O2
Source: OMol25
Level of theory: ωB97M-V/def2-TZVPD

## Properties
- Energy relative to the best compared isomer or geometry (same formula, charge and spin): 5.115 eV
- E_HOMO: -8.2 eV
- E_LUMO: 0.71 eV
- F_max: 3.40 eV Å⁻¹

The geometry in ORCA input format:
```
! RIJCOSX wB97M-V def2-TZVPD def2/J DEFGRID3
* xyz 0 1
C -0.11 -0.66 -0.61
C -1.13 0.58 -0.70
C 0.96 1.78 0.04
C -0.55 1.64 0.24
C 1.78 0.53 0.43
C 1.22 -0.72 -0.23
C -2.86 0.81 -0.65
C 2.04 -1.95 -0.31
C -3.06 -1.11 0.78
O 3.15 0.72 0.16
O -3.54 0.03 0.04
H -0.51 -1.56 -1.07
H -0.98 0.92 -1.74
H 1.16 1.99 -1.02
H 1.34 2.62 0.62
H -0.76 1.36 1.28
H -1.03 2.61 0.05
H 1.74 0.40 1.53
H 1.98 -2.51 0.63
H 3.08 -1.68 -0.47
H 1.70 -2.60 -1.11
H -3.64 -1.16 1.70
H -2.00 -1.00 0.99
H -3.24 -2.00 0.19
H 3.24 0.95 -0.78
*
```


Formula: C2H6N2O2S
Source: OMol25
Level of theory: ωB97M-V/def2-TZVPD

## Properties
- Energy relative to the best compared isomer or geometry (same formula, charge and spin): 5.109 eV
- E_HOMO: -9.6 eV
- E_LUMO: 0.32 eV
- F_max: 3.17 eV Å⁻¹
- Structure (SMILES): C[S@](#N)(N)OC=O

The geometry in ORCA input format:
```
! RIJCOSX wB97M-V def2-TZVPD def2/J DEFGRID3
* xyz 0 1
C -2.12 -0.55 0.45
C 1.79 -0.67 0.17
N -0.54 -0.52 -1.80
N 0.52 1.61 -0.35
O -2.55 0.44 -0.09
O -0.87 -0.83 0.69
S 0.19 -0.11 -0.64
H -2.78 -1.26 1.04
H 2.27 -1.41 -0.50
H 2.16 0.31 0.25
H 1.62 -1.06 1.16
H 0.59 2.20 0.44
H -0.29 1.85 -0.81
*
```


Formula: C6H10
Source: OMol25
Level of theory: ωB97M-V/def2-TZVPD

## Properties
- Energy relative to the best compared isomer or geometry (same formula, charge and spin): 0.029 eV
- E_HOMO: -8.7 eV
- E_LUMO: 1.15 eV
- F_max: 0.20 eV Å⁻¹
- Structure (SMILES): CC1=CCCC1

The geometry in ORCA input format:
```
! RIJCOSX wB97M-V def2-TZVPD def2/J DEFGRID3
* xyz 0 1
C -0.94 -1.70 1.09
C -0.22 -0.63 0.33
C 1.09 -0.43 0.28
C 1.48 0.82 -0.46
C 0.12 1.47 -0.81
C -0.96 0.42 -0.48
H -1.49 -2.39 0.43
H -0.24 -2.29 1.69
H -1.68 -1.25 1.76
H 1.83 -1.09 0.73
H 2.08 1.48 0.18
H 2.09 0.62 -1.35
H -0.04 2.37 -0.21
H 0.08 1.79 -1.86
H -1.38 -0.04 -1.39
H -1.81 0.84 0.07
*
```


Formula: C26H30N3O7PbSb
Source: OMol25
Level of theory: ωB97M-V/def2-TZVPD

## Properties
- Energy relative to the best compared isomer or geometry (same formula, charge and spin): 2.108 eV
- E_HOMO: -1.6 eV
- E_LUMO: 4.77 eV
- F_max: 1.76 eV Å⁻¹

The geometry in ORCA input format:
```
! RIJCOSX wB97M-V def2-TZVPD def2/J DEFGRID3
* xyz -2 1
Pb -0.36 -1.22 0.21
C 1.07 -3.06 -4.47
C 0.70 -1.95 -3.48
O 0.97 -2.12 -2.27
C 0.00 -0.87 -4.04
C -0.39 0.24 -3.31
C -1.62 1.03 -3.64
N 0.30 0.63 -2.22
N 1.65 0.43 -2.21
C 2.31 0.19 -1.12
O 1.86 -0.05 0.04
C 3.79 0.30 -1.27
C 4.59 0.06 -0.15
C 5.96 0.24 -0.22
C 6.55 0.66 -1.40
C 5.76 0.86 -2.53
C 4.39 0.68 -2.46
H 0.33 -3.86 -4.41
H 2.04 -3.47 -4.20
H 1.10 -2.70 -5.49
H -0.37 -0.97 -5.05
H -1.89 0.86 -4.68
H -1.48 2.09 -3.47
H -2.45 0.69 -3.01
H 4.11 -0.25 0.76
H 6.57 0.07 0.65
H 7.62 0.84 -1.45
H 6.22 1.18 -3.46
H 3.76 0.83 -3.33
O -4.95 -1.44 0.50
C -3.73 -1.26 0.58
O -2.86 -1.53 -0.28
C -3.22 -0.67 1.92
C -4.10 -0.28 2.92
C -3.59 0.20 4.12
C -2.22 0.24 4.28
C -1.41 -0.18 3.24
N -1.90 -0.61 2.09
C 0.12 -0.14 3.37
O 0.56 0.55 4.29
O 0.76 -0.82 2.53
H -5.16 -0.34 2.74
H -4.26 0.53 4.91
H -1.75 0.58 5.19
O -1.02 1.96 -0.88
C -0.47 0.89 -1.00
C 3.25 3.32 3.62
C 1.77 3.57 3.39
Sb 1.01 2.34 1.70
C 1.31 4.01 0.27
C 2.67 3.90 -0.40
C -1.07 2.94 2.18
C -1.41 4.41 2.07
H 3.63 3.88 4.48
H 3.84 3.60 2.75
H 3.41 2.26 3.80
H 1.59 4.63 3.20
H 1.20 3.26 4.26
H 1.22 4.97 0.78
H 0.53 3.94 -0.48
H 3.47 3.92 0.34
H 2.84 4.73 -1.10
H 2.74 2.96 -0.94
H -1.24 2.58 3.19
H -1.70 2.36 1.51
H -0.77 5.01 2.72
H -2.45 4.59 2.36
H -1.28 4.75 1.04
*
```


Formula: C31H41N6OPPdS
Source: OMol25
Level of theory: ωB97M-V/def2-TZVPD

## Properties
- <S²>: 0.762
- Energy relative to the best compared isomer or geometry (same formula, charge and spin): 1.878 eV
- E_HOMO (spin up / spin down): -2.0 / -2.5 eV
- E_LUMO (spin up / spin down): 1.96 / 1.96 eV
- F_max: 0.69 eV Å⁻¹

The geometry in ORCA input format:
```
! RIJCOSX wB97M-V def2-TZVPD def2/J DEFGRID3
* xyz -1 2
Pd -0.24 0.44 -0.37
O -2.88 0.76 1.12
N -3.90 0.36 0.43
C -5.07 0.13 1.10
C -6.20 -0.33 0.49
C -6.16 -0.57 -0.89
C -5.00 -0.32 -1.56
C -3.82 0.15 -0.94
S -2.39 0.42 -1.83
H -5.00 0.36 2.15
H -7.09 -0.50 1.08
H -7.04 -0.92 -1.42
H -4.93 -0.48 -2.63
C 2.38 -2.45 -2.22
C 2.01 -1.62 -3.41
C 1.92 -2.17 -4.69
C 1.58 -1.39 -5.78
C 1.31 -0.04 -5.59
C 1.38 0.54 -4.33
C 0.98 1.97 -4.11
C 1.76 -0.25 -3.22
N 1.78 0.31 -1.96
C 2.72 1.16 -1.58
C 4.00 1.32 -2.37
C 2.55 1.93 -0.39
C 3.62 2.94 -0.02
N 1.45 1.80 0.34
C 1.25 2.49 1.53
C 1.92 2.09 2.70
C 2.85 0.91 2.63
C 1.68 2.75 3.89
C 0.78 3.81 3.95
C 0.10 4.18 2.80
C 0.31 3.53 1.59
C -0.48 3.90 0.37
H 2.26 -3.52 -2.43
H 1.77 -2.17 -1.36
H 3.42 -2.28 -1.92
H 2.11 -3.23 -4.81
H 1.52 -1.83 -6.77
H 1.01 0.58 -6.44
H 0.46 2.37 -4.98
H 1.84 2.61 -3.90
H 0.33 2.04 -3.23
H 4.10 0.53 -3.10
H 4.88 1.29 -1.71
H 4.05 2.28 -2.91
H 3.95 3.51 -0.89
H 4.51 2.46 0.40
H 3.24 3.63 0.72
H 2.44 0.14 1.98
H 3.01 0.49 3.63
H 3.83 1.18 2.22
H 2.20 2.43 4.79
H 0.60 4.32 4.89
H -0.62 4.99 2.84
H -1.26 4.62 0.61
H -0.95 3.00 -0.05
H 0.15 4.31 -0.42
C -1.60 -4.22 1.71
N -2.29 -2.96 1.24
C -2.64 -2.11 2.46
N -1.49 -1.85 3.25
C -0.85 -3.09 3.64
N -0.45 -3.92 2.50
C 0.61 -3.23 1.70
P 0.18 -1.51 0.98
C -1.43 -2.19 0.27
C -0.56 -0.90 2.59
H -1.32 -4.79 0.83
H -2.33 -4.78 2.30
H -3.16 -3.19 0.76
H -3.37 -2.69 3.03
H -3.08 -1.18 2.09
H -1.54 -3.66 4.26
H 0.05 -2.86 4.22
H 0.89 -3.89 0.87
H 1.49 -3.14 2.35
H -1.20 -2.84 -0.58
H -2.01 -1.35 -0.11
H -1.10 0.02 2.35
H 0.24 -0.66 3.29
*
```


Formula: C4H9FN2
Source: OMol25
Level of theory: ωB97M-V/def2-TZVPD

## Properties
- Energy relative to the best compared isomer or geometry (same formula, charge and spin): 1.291 eV
- E_HOMO: -9.2 eV
- E_LUMO: 1.07 eV
- F_max: 1.85 eV Å⁻¹
- Structure (SMILES): NC[C@H]1NC[C@H]1F

The geometry in ORCA input format:
```
! RIJCOSX wB97M-V def2-TZVPD def2/J DEFGRID3
* xyz 0 1
C 0.98 -0.88 -0.24
C -0.01 -0.08 0.64
C -1.50 0.90 -0.47
C -1.48 -0.36 0.44
H 2.59 -0.28 0.84
H 2.40 0.61 -0.48
H 0.68 -0.87 -1.30
H 1.03 -1.96 0.10
H 0.38 -0.11 1.67
H 0.44 1.67 -0.50
H -2.32 1.64 -0.34
H -1.43 0.58 -1.50
H -2.06 -0.25 1.36
N 2.35 -0.35 -0.18
N -0.23 1.29 0.16
F -1.83 -1.52 -0.21
*
```


Formula: C14H24BrN3OP2Tl
Source: OMol25
Level of theory: ωB97M-V/def2-TZVPD

## Properties
- <S²>: 1.812
- Energy relative to the best compared isomer or geometry (same formula, charge and spin): 0.620 eV
- E_HOMO (spin up / spin down): -14.9 / -14.9 eV
- E_LUMO (spin up / spin down): -9.71 / -8.34 eV
- F_max: 2.44 eV Å⁻¹

The geometry in ORCA input format:
```
! RIJCOSX wB97M-V def2-TZVPD def2/J DEFGRID3
* xyz 2 2
Tl -1.10 0.68 0.87
P -2.98 -1.63 0.86
P -0.42 3.49 0.43
N -0.06 -1.62 -0.57
N 1.13 0.89 -0.71
H 1.72 -2.36 -1.47
H 2.97 -0.19 -0.89
H 1.90 -1.81 0.23
C 1.39 -1.59 -0.73
H 1.94 -0.24 -2.32
C 1.91 -0.24 -1.21
H -0.02 -3.70 -0.21
H 2.59 2.19 -1.45
C -0.62 -2.76 -0.20
C 1.63 2.08 -0.90
C -1.98 -2.90 0.11
C 1.08 3.32 -0.51
H -2.36 -3.92 0.10
H 1.65 4.20 -0.80
H -1.17 4.36 -0.44
H 0.03 4.38 1.44
H -4.20 -1.87 0.15
H -3.27 -2.36 2.07
H -0.24 0.56 -2.60
C -1.26 0.37 -2.96
C -1.99 1.68 -3.13
C -1.22 -0.38 -4.26
O -1.93 -0.36 -1.91
H -1.59 2.22 -3.99
H -3.05 1.48 -3.31
H -1.89 2.32 -2.24
H -0.55 -1.24 -4.20
H -2.21 -0.77 -4.49
H -0.89 0.28 -5.06
H -1.27 -1.01 -1.48
Br 1.01 -3.01 5.69
C 1.25 -1.40 4.69
C 2.02 -0.35 5.19
C 2.18 0.81 4.43
C 1.54 0.88 3.18
N 0.77 -0.11 2.72
C 0.65 -1.25 3.42
H 2.47 -0.46 6.17
H 2.78 1.65 4.77
H 1.63 1.77 2.55
H 0.05 -2.05 2.99
*
```